Entry 1:
C11H22BO7PS | the ωB97M-V functional and the def2-TZVPD basis

As for the charge: 0. Its spin multiplicity is 1.

Geometry as XYZ:
```
43
Properties=species:S:1:pos:R:3:forces:R:3
C 2.711284 2.707962 0.348627 -0.1 -0.3 -0.1
C 1.416219 3.495694 0.155224 0.2 0.0 0.1
O 0.310925 2.817423 0.737781 -0.1 0.2 0.0
C -0.645438 2.342160 -0.187496 -0.1 -0.1 -0.1
C -1.898201 1.925612 0.564145 0.0 -0.1 -0.2
C -1.656162 0.832313 1.620919 0.0 0.1 0.2
C -2.233751 -0.556062 1.276907 -0.2 0.0 0.2
C -1.263064 -1.724009 1.429121 -0.2 -0.1 -0.2
C -0.132150 -1.907537 0.358656 0.1 0.0 -0.1
B 1.173699 -1.463457 1.164645 0.4 -0.1 -0.1
O 1.786756 -2.394130 1.987556 -0.5 0.2 0.1
O 1.610044 -0.171955 1.085445 -0.8 -0.1 0.5
O -0.030805 -3.350274 0.123429 0.5 0.4 0.1
C -0.398974 -3.670381 -1.134173 -0.6 1.2 0.6
O -0.105665 -4.686378 -1.647364 0.2 -1.6 -0.7
C -1.206919 -2.525803 -1.698728 0.3 0.1 0.0
C -0.520507 -1.310140 -1.028788 -0.1 -0.2 -0.3
P 0.727370 -0.741998 -2.237222 -0.2 0.1 -0.3
O 1.650647 -2.042592 -2.399668 -0.1 0.2 -0.1
O 1.696745 0.334429 -1.558680 -0.1 -0.1 -0.2
S -0.072243 -0.062818 -3.871749 0.2 -0.1 0.3
H 3.450599 2.968046 -0.416213 0.0 0.1 0.2
H 3.142857 2.891822 1.336492 0.0 0.0 -0.1
H 2.503620 1.633681 0.261475 0.1 0.4 -0.1
H 1.231619 3.682189 -0.910706 0.0 -0.1 0.1
H 1.484598 4.474192 0.646380 0.0 -0.1 -0.1
H -0.240644 1.490814 -0.763744 -0.1 0.3 0.3
H -0.903044 3.129396 -0.912301 0.0 -0.1 0.1
H -2.614904 1.561926 -0.185279 0.0 0.1 0.1
H -2.334949 2.817969 1.023891 0.1 -0.1 -0.1
H -2.112956 1.164206 2.559297 0.1 -0.1 -0.1
H -0.581825 0.764543 1.827174 -0.2 0.0 -0.1
H -2.686042 -0.554530 0.276597 0.1 0.0 0.2
H -3.063957 -0.766569 1.962073 0.1 0.0 -0.1
H -0.809916 -1.669590 2.430581 -0.1 0.0 -0.1
H -1.826134 -2.663788 1.411489 0.1 0.1 0.0
H 1.633414 -2.299110 2.932326 0.3 0.0 -0.1
H 1.988334 0.161283 1.908444 0.4 -0.1 -0.2
H -2.243940 -2.615447 -1.355901 0.1 0.0 -0.1
H -1.153078 -2.545818 -2.787088 -0.2 0.1 0.1
H -1.218509 -0.470249 -0.982986 0.3 -0.1 0.2
H 1.854046 -2.185331 -3.336941 0.1 -0.1 0.2
H 1.581006 1.182307 -2.013647 0.1 -0.1 0.0
```
Forces are in eV/Å.

***

Entry 2:
C20H60O20 | the ωB97M-V functional and the def2-TZVPD basis

As for the charge: 0. Its spin multiplicity is 1.

Geometry as XYZ:
```
100
Properties=species:S:1:pos:R:3:forces:R:3
O -8.714122 -28.171957 -9.580577 -0.1 -0.1 -0.2
C -10.115600 -28.182415 -9.808940 -0.4 -0.7 -0.3
C -10.446898 -27.009399 -10.700083 0.0 0.5 0.7
O -11.842935 -26.988117 -10.993066 0.7 -0.1 -0.1
H -8.432038 -29.080693 -9.452457 0.1 0.0 0.1
H -10.470353 -29.090512 -10.325746 0.4 0.1 0.0
H -10.655482 -28.197835 -8.854729 -0.1 0.5 0.0
H -9.837544 -27.061050 -11.604954 0.0 -0.1 -0.1
H -10.177374 -26.085015 -10.166488 0.1 -0.1 -0.2
H -11.966879 -26.171390 -11.516078 -0.5 0.0 0.0
O -14.544650 -25.378021 -6.600121 0.3 0.0 0.2
C -13.159759 -25.740826 -6.599129 -0.6 -0.3 0.0
C -12.501435 -25.178968 -7.825750 0.7 0.3 -0.1
O -13.152266 -25.688860 -8.971804 -0.3 0.1 0.0
H -14.876971 -25.653547 -7.461339 -0.1 0.0 -0.1
H -12.716753 -25.365188 -5.679073 0.0 0.1 0.0
H -13.089676 -26.835916 -6.613917 0.2 0.0 0.1
H -11.422141 -25.375357 -7.857512 -0.1 -0.2 0.1
H -12.584575 -24.086054 -7.794642 -0.2 -0.1 -0.2
H -12.586010 -26.275521 -9.503092 0.0 0.1 0.0
O -12.770105 -24.797028 -12.303779 -0.4 -0.5 -0.1
C -14.173484 -25.060088 -12.434335 -0.5 0.8 -1.0
C -14.946784 -24.434732 -11.303749 0.3 -0.9 0.8
O -14.422812 -23.120101 -11.127616 -0.6 0.3 0.1
H -12.737791 -23.866924 -12.038098 0.3 0.0 0.1
H -14.508099 -24.610147 -13.380604 0.0 0.0 0.1
H -14.419723 -26.112894 -12.545789 0.5 -0.2 0.3
H -14.742544 -25.003471 -10.388188 0.0 0.1 -0.1
H -16.026003 -24.460942 -11.464608 0.1 0.2 -0.4
H -14.914679 -22.719402 -10.401654 0.1 0.2 0.0
O -17.654078 -20.059864 -9.033951 -0.2 0.1 0.2
C -17.059904 -18.905287 -9.620881 -0.5 -0.1 0.2
C -16.554073 -19.243034 -10.988593 0.8 0.0 -0.5
O -15.645683 -20.349105 -10.854684 0.0 0.3 -0.1
H -16.960634 -20.715138 -8.901249 0.1 0.0 -0.1
H -17.834807 -18.139957 -9.689579 -0.1 -0.1 0.0
H -16.289682 -18.510553 -8.954347 0.2 -0.1 -0.2
H -16.037873 -18.385671 -11.438004 0.0 0.0 0.2
H -17.349736 -19.517144 -11.686361 -0.2 0.0 0.3
H -15.000590 -20.276061 -11.566315 0.1 -0.1 0.0
O -17.574455 -24.167688 -9.061847 0.4 -0.2 0.1
C -18.791691 -24.192036 -9.789110 0.0 0.0 -0.3
C -19.267172 -22.818120 -10.164172 0.2 0.3 -0.5
O -19.673515 -22.087792 -9.018576 0.0 -0.2 -0.5
H -17.730624 -23.850162 -8.166941 -0.2 0.1 0.0
H -18.563967 -24.718679 -10.717742 -0.2 -0.1 0.0
H -19.563641 -24.744040 -9.245803 0.0 0.0 0.0
H -20.026314 -22.901103 -10.958314 -0.4 0.0 0.5
H -18.454887 -22.276892 -10.669038 0.2 -0.2 0.2
H -19.230857 -21.237643 -9.121594 0.0 0.3 0.4
O -13.506526 -21.528252 -13.149278 0.1 0.9 0.2
C -13.875258 -22.039383 -14.412948 0.2 -0.6 0.4
C -13.440911 -21.107640 -15.523413 -0.5 0.6 -0.3
O -14.502486 -20.278965 -16.027353 0.2 -0.2 0.1
H -14.073114 -21.854196 -12.435718 0.0 -0.6 -0.2
H -13.367794 -23.007276 -14.540074 0.0 0.0 -0.1
H -14.953926 -22.228902 -14.463322 0.0 0.1 -0.1
H -12.973737 -21.701848 -16.314122 -0.1 0.2 -0.2
H -12.731207 -20.358418 -15.176394 0.3 -0.4 0.3
H -15.144043 -20.817772 -16.496314 0.0 -0.1 0.0
O -16.789394 -26.053867 -13.719842 0.2 0.0 -0.5
C -17.087910 -26.540534 -15.043765 -1.0 -0.5 1.5
C -16.156457 -25.908628 -16.025999 0.1 0.1 -0.7
O -16.850697 -24.869274 -16.737655 0.3 -0.1 0.4
H -17.172861 -26.630191 -13.045309 -0.2 0.3 0.0
H -17.082191 -27.636974 -15.008426 0.6 0.0 -0.3
H -18.136461 -26.317741 -15.276566 0.2 0.4 -0.3
H -15.779861 -26.639446 -16.749919 -0.1 -0.1 0.1
H -15.294689 -25.511630 -15.484439 0.0 0.0 0.1
H -16.178225 -24.284936 -17.096897 -0.1 0.1 -0.1
O -9.384360 -27.251936 -16.317353 0.1 0.0 0.2
C -9.728363 -27.107745 -14.934846 0.0 0.5 -0.8
C -9.290063 -25.757667 -14.366869 -0.1 0.0 0.6
O -10.364810 -24.863970 -14.114350 0.1 0.2 -0.1
H -8.874087 -28.054750 -16.441629 0.0 0.0 0.0
H -10.823672 -27.131167 -14.888111 0.0 -0.3 0.3
H -9.296815 -27.906428 -14.334044 -0.1 -0.2 0.0
H -8.594609 -25.215288 -15.004717 0.1 -0.3 -0.3
H -8.766775 -25.971279 -13.423480 0.0 0.2 0.0
H -11.207830 -25.325745 -14.091550 0.0 0.0 0.2
O -17.507066 -26.861246 -11.110013 0.3 -0.7 0.1
C -16.779677 -28.092498 -10.871032 -0.4 0.6 0.6
C -17.664663 -29.277610 -11.203915 0.0 0.3 -0.7
O -17.031488 -30.486965 -10.839839 -0.1 -0.1 0.0
H -17.352764 -26.308534 -10.335353 -0.1 0.2 -0.1
H -15.846577 -28.080132 -11.439553 0.0 -0.1 -0.1
H -16.543109 -28.139445 -9.805597 0.2 -0.1 -0.1
H -17.918594 -29.259495 -12.273616 0.1 -0.1 0.1
H -18.617792 -29.182532 -10.683964 0.1 -0.1 0.2
H -16.517774 -30.804248 -11.586464 0.0 0.0 0.0
O -10.095219 -20.992969 -10.437498 0.0 -0.4 0.1
C -10.581388 -20.932627 -11.775669 0.1 0.5 0.1
C -9.484727 -20.652016 -12.777143 -0.1 0.0 -0.7
O -9.087959 -19.277961 -12.810446 0.0 -0.1 0.2
H -9.504258 -20.254711 -10.265423 -0.1 0.1 -0.1
H -11.079731 -21.871502 -12.005072 0.2 -0.2 0.1
H -11.343563 -20.150860 -11.855972 0.0 0.0 -0.1
H -9.852321 -20.848961 -13.788142 -0.1 0.0 0.1
H -8.621582 -21.310887 -12.641343 0.0 0.0 0.2
H -8.538320 -19.076073 -12.048480 0.1 0.0 0.0
```
Forces are in eV/Å.

***

Entry 3:
C19H39N4O5 | the ωB97M-V functional and the def2-TZVPD basis

As for the charge: +1. Its spin multiplicity is 1.

Geometry as XYZ:
```
67
Properties=species:S:1:pos:R:3:forces:R:3
C -1.939863 -2.028807 -2.358724 0.0 0.1 -0.5
C -0.359045 -1.612484 -2.196870 1.7 1.4 -6.5
O 0.328909 -1.301330 -3.311116 -4.1 -2.1 8.0
N 0.293348 -1.542622 -0.802107 0.1 -1.4 0.0
C 0.186677 -2.886322 -0.102373 0.9 -1.9 0.4
N -0.433866 -0.650898 -0.029888 -1.3 2.5 1.5
C -0.241281 0.705186 0.061832 0.6 2.2 -0.5
N 1.076039 1.398355 0.396563 -2.7 0.1 -1.2
C 0.904781 1.783972 1.881099 -1.3 -1.1 1.8
C -0.496293 2.650564 2.140650 0.0 -0.5 -0.4
C -1.794913 2.036759 1.325680 -0.6 -0.9 1.9
N -1.445228 1.652149 -0.127542 2.2 -0.8 1.9
H -2.496553 -1.138269 -2.921404 1.4 -1.9 1.4
H -2.490093 -2.278779 -1.355840 1.2 0.6 -1.9
H -2.031872 -2.963592 -3.082535 0.5 2.0 1.6
H 0.655193 -3.698220 -0.812022 -1.0 1.7 1.3
H 0.807396 -2.946498 0.909895 -1.2 0.6 -2.3
H -0.905065 -3.211840 0.169735 1.7 0.8 -0.7
H -1.182882 -1.070264 0.596655 0.0 0.8 -1.4
H 1.056357 2.346044 -0.087878 0.0 -1.7 0.4
H 1.847988 2.339674 2.297993 -1.8 -1.1 -1.2
H 0.824072 0.747167 2.466108 0.3 2.3 -1.1
H -0.359543 3.760138 1.780280 -0.2 -2.1 1.0
H -0.728339 2.537701 3.282253 0.4 0.7 -2.2
H -2.142361 1.013346 1.832376 0.9 2.2 -1.0
H -2.748398 2.747281 1.378882 2.2 -1.4 -0.4
H -1.073548 2.559916 -0.525329 0.0 -1.4 0.4
C -4.565403 -2.274675 3.914210 0.4 -0.3 -0.2
C -3.914405 -1.201591 3.083132 0.7 -0.3 -0.4
O -2.914618 -1.436393 2.406424 -0.6 0.3 0.3
C -4.534115 0.169921 3.112164 0.4 0.1 -0.3
H -4.010894 -3.211694 3.795794 -0.1 0.2 0.0
H -4.548573 -1.989198 4.969040 -0.2 0.0 -0.1
H -5.593617 -2.432009 3.578760 0.0 0.1 0.2
H -4.515874 0.564386 4.131262 -0.2 -0.1 -0.1
H -5.560919 0.121703 2.740923 0.0 0.0 0.2
H -3.959035 0.841649 2.466009 -0.3 -0.2 0.2
C 5.234546 -2.421158 2.014259 0.1 0.1 0.5
C 4.109288 -1.426447 1.912554 -0.3 0.8 1.1
O 3.776781 -0.737707 2.875733 0.2 -0.7 -1.1
C 3.406637 -1.307141 0.586667 -0.3 0.3 0.2
H 5.648166 -2.398597 3.028120 -0.1 0.0 -0.2
H 4.860155 -3.427733 1.811560 0.1 0.1 -0.2
H 6.026382 -2.160037 1.307635 -0.1 -0.2 -0.1
H 2.950739 -2.264073 0.320335 0.2 0.0 -0.2
H 4.116873 -0.996303 -0.183667 0.0 -0.2 -0.1
H 2.617344 -0.551537 0.661037 0.2 -0.2 0.0
C 5.053604 -1.235488 -3.964040 -0.4 0.2 0.3
C 6.140424 -0.844781 -2.998552 -0.2 0.8 1.2
O 5.896686 -0.162788 -2.004512 0.2 -0.8 -1.1
C 7.537029 -1.320860 -3.296497 0.2 0.2 0.4
H 4.098762 -0.822135 -3.622101 0.2 -0.1 -0.1
H 5.274508 -0.831882 -4.955378 0.0 -0.2 0.0
H 4.968141 -2.324243 -4.006654 0.1 0.1 -0.2
H 7.868650 -0.921035 -4.258092 0.0 -0.2 0.0
H 7.562413 -2.413409 -3.309319 0.0 0.1 -0.2
H 8.216485 -0.963682 -2.515334 -0.2 -0.1 -0.2
C -4.884365 2.702230 -1.353650 -0.4 -0.1 0.3
C -5.042495 4.196312 -1.260308 -1.2 0.8 1.1
O -5.860113 4.705396 -0.495473 1.2 -0.8 -1.0
C -4.161457 5.043342 -2.139080 -0.2 0.4 0.1
H -5.584116 2.219519 -0.663110 0.1 0.1 -0.2
H -5.108652 2.367586 -2.369601 0.2 0.0 0.0
H -3.866363 2.418163 -1.075290 0.0 -0.1 -0.2
H -4.353536 4.813065 -3.190067 0.2 -0.1 0.0
H -3.111203 4.863773 -1.895786 0.0 -0.1 -0.2
H -4.385475 6.101232 -1.965479 0.0 -0.3 0.0
```
Forces are in eV/Å.

***

Entry 4:
C17H38LiNO17P | the ωB97M-V functional and the def2-TZVPD basis

As for the charge: -1. Its spin multiplicity is 1.

Geometry as XYZ:
```
75
Properties=species:S:1:pos:R:3:forces:R:3
C -28.704418 -28.074603 53.821318 1.1 4.3 -3.2
N -28.841366 -28.887051 52.556456 0.5 1.2 1.5
C -30.230268 -29.313767 52.388952 3.3 0.0 0.2
C -28.292121 -28.079783 51.443317 -2.4 4.8 1.7
C -27.988840 -30.037102 52.759865 0.8 -5.5 -0.3
C -27.933933 -31.083232 51.520517 3.8 3.9 -2.3
O -26.752110 -31.788142 51.511983 1.5 0.3 0.6
H -29.431126 -28.328918 54.453368 -1.8 -2.3 3.4
H -29.122122 -27.002183 53.704627 0.8 -1.3 -0.9
H -27.649637 -27.876662 54.059329 -0.6 -0.9 0.4
H -30.984831 -28.694663 52.402442 -3.0 4.9 0.5
H -30.566941 -30.022453 53.004591 -0.1 -2.9 3.3
H -30.404010 -29.746677 51.521866 0.3 -2.1 -4.7
H -27.279179 -27.755753 51.566211 0.5 0.3 1.2
H -29.024789 -27.150009 51.282827 1.7 -1.7 0.8
H -28.201151 -28.397219 50.507131 -0.4 -3.2 -3.9
H -28.124265 -30.746111 53.725236 -0.7 2.1 -1.9
H -26.955405 -29.851491 52.841778 1.2 1.4 0.0
H -27.997794 -30.767193 50.414056 -0.6 1.1 1.3
H -28.601020 -31.756099 51.654709 -5.3 -4.3 1.2
H -26.208025 -31.410083 50.669293 0.1 -0.2 -0.6
Li -25.108314 -32.731768 48.439984 -0.4 0.9 0.2
P -26.204434 -30.387253 48.023711 -1.5 -1.7 3.9
O -25.869688 -31.574382 47.257056 0.0 -6.2 -7.2
O -25.594610 -31.064563 49.285307 0.9 -1.2 6.9
O -27.647985 -30.150082 48.301570 -2.9 1.0 0.2
O -25.321146 -29.326843 47.716739 3.4 6.7 -2.2
C -23.116461 -32.577110 51.270674 -4.4 -0.2 4.3
O -22.677389 -32.617594 52.670146 -1.5 -2.5 -2.3
C -22.180180 -31.555190 53.144583 3.2 7.7 -5.1
O -21.778472 -30.484402 52.503986 -1.8 -4.0 1.6
O -21.991710 -31.615644 54.374960 0.2 -0.5 7.1
C -21.239558 -30.590774 55.226001 1.7 -2.2 -4.1
H -24.023434 -32.038658 51.110988 -0.6 1.0 0.5
H -23.314433 -33.437349 50.744703 -0.8 -3.7 0.7
H -22.513428 -32.321509 50.594249 6.0 3.7 -4.2
H -21.121117 -30.954423 56.204657 -1.2 -0.6 1.4
H -21.637156 -29.586167 55.098072 0.3 -0.2 -0.2
H -20.182704 -30.849861 54.856088 -1.3 1.7 0.1
C -26.284847 -36.939134 50.444025 3.7 0.3 -5.0
O -27.325183 -36.381352 49.676875 -2.0 -9.4 2.7
C -27.325856 -35.263452 49.321263 0.7 15.0 -5.1
O -26.399505 -34.419650 49.360245 -0.2 -2.3 0.6
O -28.489198 -34.724168 48.716382 0.2 -4.5 1.1
C -28.554441 -33.402724 48.214461 4.1 3.0 0.1
H -25.284812 -37.027035 49.730706 -2.5 0.4 1.8
H -26.504264 -37.890884 50.730587 -1.2 -2.6 0.5
H -26.051703 -36.387491 51.254756 0.7 2.2 2.5
H -27.957400 -32.719364 49.078326 -2.6 -1.1 -2.3
H -29.642252 -33.251139 47.870090 1.9 0.1 0.9
H -27.703815 -33.136485 47.344347 -2.4 -0.9 1.9
C -21.526630 -35.627081 47.028900 3.2 0.9 -0.3
O -21.600482 -34.090171 46.600999 3.2 -6.5 -2.6
C -22.238773 -33.299592 47.314462 -0.2 5.6 0.3
O -23.106640 -33.479246 48.062021 -4.9 -3.1 4.3
O -21.881532 -32.048996 47.125475 2.3 1.3 -1.3
C -22.596084 -30.869311 47.637246 0.7 -1.2 1.5
H -21.182519 -36.361863 46.190302 -0.7 2.3 0.8
H -22.455222 -36.023448 47.359976 -0.8 0.4 0.6
H -20.630051 -35.678068 47.793809 -2.2 0.3 -1.2
H -22.835169 -30.857845 48.710098 0.0 -0.7 -0.3
H -23.461081 -30.729532 47.095147 -2.1 0.2 -1.0
H -21.962114 -30.038003 47.496098 1.1 0.6 -0.5
C -25.661740 -34.574324 45.695428 1.7 -4.9 7.3
O -25.389702 -35.389639 44.700392 1.7 -6.4 -5.5
C -24.677205 -36.555865 44.773033 1.6 -0.2 3.7
O -24.062019 -36.980450 45.803956 -2.4 1.7 -3.1
O -24.623706 -37.289727 43.623840 -1.0 2.4 0.8
C -24.440240 -38.667327 43.808937 -3.1 0.8 -2.0
H -25.696536 -35.120761 46.779671 -0.9 1.1 -2.5
H -26.324444 -33.936133 45.434870 -5.3 3.7 -1.3
H -24.875832 -34.025361 45.869597 4.6 3.4 1.0
H -23.698325 -38.959118 44.372186 4.3 -0.7 3.2
H -24.268670 -39.047506 42.851143 0.1 -0.6 -1.6
H -25.295574 -39.145801 44.224528 -1.1 -0.1 0.2
```
Forces are in eV/Å.

***

Number 1: E -1723.5878 hartree. Number 2: E -2302.6365 hartree. Number 3: E -1342.0859 hartree. Number 4: E -2352.9394 hartree.